Entry 1:
Here is a single C22H28N4OS molecule from OMol25. Energies are from wB97M-V/def2-TZVPD.

Calculated values
Structure (SMILES) ... Cc1ccc(CN2CCN(Cc3cccn3-c3nccs3)C[C@@H]2CCO)cc1
Highest occupied orbital energy ... -8.17 eV
Gap between HOMO and LUMO ... 8.84 eV
DFT total energy ... -1547.56525 a.u.
M ... 396.6 g mol⁻¹
Relative energy (zero: lowest compared OMol25 entry of this formula, charge and spin) ... 147.7 kJ/mol

ORCA input file:
```
! wB97M-V def2-TZVPD RIJCOSX def2/J DEFGRID3
* xyz 0 1
C -7.53 -0.62 -1.20
C -6.22 -0.13 -0.65
C -5.65 1.05 -1.09
C -4.45 1.50 -0.57
C -3.80 0.78 0.43
C -4.37 -0.40 0.88
C -5.56 -0.85 0.34
H -5.99 -1.78 0.70
H -3.88 -0.97 1.65
C -2.49 1.26 1.00
N -1.44 0.28 0.74
C -1.13 0.15 -0.68
C -0.20 1.24 -1.22
N 1.00 1.27 -0.42
C 0.67 1.59 0.95
H 1.59 1.66 1.54
C -0.23 0.49 1.54
C 0.56 -0.82 1.67
H 0.90 -1.15 0.69
H 1.44 -0.63 2.29
C -0.27 -1.93 2.33
O -1.31 -2.39 1.51
H -1.75 -1.60 1.16
H 0.37 -2.80 2.53
H -0.66 -1.57 3.29
H -0.55 0.80 2.54
H 0.16 2.57 1.03
C 2.06 2.10 -0.97
C 3.35 1.79 -0.29
C 4.17 2.60 0.44
C 5.22 1.80 0.95
C 5.00 0.53 0.53
N 3.86 0.51 -0.23
C 3.32 -0.60 -0.81
N 2.56 -0.62 -1.85
C 2.17 -1.88 -2.16
C 2.65 -2.86 -1.36
S 3.65 -2.19 -0.12
H 2.49 -3.92 -1.41
H 1.52 -2.03 -3.00
H 5.56 -0.37 0.69
H 6.04 2.14 1.56
H 4.04 3.65 0.60
H 2.14 1.86 -2.03
H 1.84 3.18 -0.86
H 0.07 1.00 -2.25
H -0.72 2.22 -1.21
H -2.07 0.13 -1.23
H -0.63 -0.82 -0.82
H -2.26 2.26 0.61
H -2.59 1.34 2.09
H -4.02 2.42 -0.93
H -6.14 1.62 -1.86
H -7.71 -0.20 -2.19
H -8.34 -0.31 -0.55
H -7.54 -1.70 -1.27
*
```

These are the Mulliken partial charges, in e, on atoms 1 to 6:
1. C -1.446
2. C 1.013
3. C -0.768
4. C -0.424
5. C 0.489
6. C -0.438

Entry 2:
Here is a single C22H28N6O2S2 molecule from OMol25. Energies are from wB97M-V/def2-TZVPD.

Calculated values
Structure (SMILES) ... CC1(C)Cc2c(c(N3CCOCC3)nc3sc4c(NC[C@H]5CCCO5)nnnc4c23)CS1
Highest occupied orbital energy ... -8.15 eV
Gap between HOMO and LUMO ... 8.32 eV
DFT total energy ... -2130.50965 a.u.
M ... 472.6 g mol⁻¹
Relative energy (zero: lowest compared OMol25 entry of this formula, charge and spin) ... 135.5 kJ/mol

ORCA input file:
```
! wB97M-V def2-TZVPD RIJCOSX def2/J DEFGRID3
* xyz 0 1
C -4.70 -1.51 2.25
C -3.85 -0.62 1.36
C -3.46 0.67 2.08
H -2.84 0.43 2.94
H -4.34 1.20 2.42
H -2.89 1.32 1.42
C -2.60 -1.37 0.89
C -1.81 -0.56 -0.07
C -2.42 -0.10 -1.23
C -1.73 0.79 -2.08
N -0.43 1.04 -1.90
C 0.17 0.53 -0.85
C -0.47 -0.22 0.15
C 0.43 -0.54 1.22
N 0.15 -1.24 2.34
N 1.08 -1.45 3.19
N 2.29 -1.03 3.05
C 2.67 -0.31 1.98
N 3.93 0.16 1.92
H 4.23 0.58 1.05
C 4.98 -0.26 2.81
H 4.52 -0.66 3.72
H 5.60 0.60 3.05
C 5.86 -1.34 2.16
C 5.08 -2.63 1.81
H 5.67 -3.50 2.08
C 4.91 -2.54 0.29
H 4.01 -1.99 0.03
C 6.16 -1.75 -0.11
H 7.03 -2.42 -0.18
O 6.37 -0.82 0.93
H 6.05 -1.20 -1.04
H 4.87 -3.52 -0.18
H 4.13 -2.67 2.34
H 6.70 -1.56 2.83
C 1.71 -0.04 0.99
S 1.87 0.82 -0.52
N -2.34 1.39 -3.15
C -3.53 2.19 -2.93
H -4.13 2.17 -3.85
C -3.13 3.64 -2.61
H -2.59 3.66 -1.66
O -2.34 4.20 -3.63
C -1.15 3.45 -3.81
C -1.48 2.00 -4.16
H -2.03 1.97 -5.10
H -0.56 1.42 -4.24
H -0.55 3.48 -2.89
H -0.61 3.94 -4.62
H -4.02 4.27 -2.54
H -4.12 1.81 -2.10
C -3.79 -0.63 -1.48
H -3.78 -1.72 -1.50
H -4.24 -0.27 -2.40
S -4.91 -0.14 -0.10
H -2.90 -2.32 0.43
H -1.99 -1.61 1.77
H -4.13 -1.80 3.13
H -5.01 -2.40 1.72
H -5.59 -0.98 2.58
*
```

These are the Mulliken partial charges, in e, on atoms 1 to 6:
1. C -1.698
2. C 1.608
3. C -1.588
4. H 0.363
5. H 0.474
6. H 0.316

Entry 3:
Here is a molecular structure, C22H29AsMnN3O15P3S from OMol25. Energies are from wB97M-V/def2-TZVPD.

Calculated values
Highest occupied orbital energy (alpha / beta) ... -8.14 / -8.14 eV
Gap between HOMO and LUMO (alpha / beta) ... 4.27 / 5.24 eV
DFT total energy ... -6957.93633 a.u.
M ... 830.3 g mol⁻¹
Relative energy (zero: lowest compared OMol25 entry of this formula, charge and spin) ... 283.8 kJ/mol

ORCA input file:
```
! wB97M-V def2-TZVPD RIJCOSX def2/J DEFGRID3
* xyz 0 2
Mn -0.36 -0.38 -0.59
O -0.35 2.48 1.25
P -1.61 1.51 1.36
O -2.34 1.64 2.60
O -1.22 0.05 0.92
O -2.48 1.98 0.05
P -1.78 2.10 -1.41
O -1.27 3.61 -1.45
O -2.75 1.82 -2.46
O -0.42 1.36 -1.23
H 0.01 2.53 0.35
H -1.91 4.14 -1.94
O -2.38 -3.71 -1.22
As -0.68 -3.31 -1.41
O 0.19 -4.64 -1.06
O -0.37 -2.13 -0.20
C -0.86 -3.16 -3.35
C -0.94 -4.35 -4.06
C -1.25 -4.30 -5.41
C -1.49 -3.09 -6.05
C -1.39 -1.90 -5.34
C -1.08 -1.96 -4.00
S -0.83 -0.53 -2.99
O -0.75 0.59 -3.85
O -1.79 -0.66 -1.85
O 0.48 -0.86 -2.30
H -2.56 -3.91 -0.29
H -0.76 -5.27 -3.53
H -1.31 -5.22 -5.97
H -1.76 -3.07 -7.09
H -1.56 -0.93 -5.79
C 3.76 -0.34 1.38
P 2.78 -0.53 -0.13
C 2.92 -2.20 -0.79
C 3.43 0.63 -1.36
O 1.36 -0.15 0.26
H 4.83 -0.41 1.18
H 3.46 -1.11 2.09
H 3.51 0.63 1.79
H 3.97 -2.44 -1.00
H 2.34 -2.26 -1.71
H 2.50 -2.92 -0.08
H 4.43 0.35 -1.68
H 3.45 1.63 -0.92
H 2.75 0.63 -2.22
C -2.27 -8.34 0.64
C -1.78 -7.13 1.39
C -2.41 -5.89 1.26
C -1.98 -4.80 1.99
C -0.90 -4.91 2.86
N -0.51 -3.76 3.58
C 0.25 -3.74 4.71
O 0.64 -4.71 5.33
N 0.55 -2.48 5.21
C 0.55 -1.18 4.71
C 0.78 -0.15 5.63
C 0.80 1.16 5.21
C 0.61 1.43 3.86
N 0.43 0.46 2.98
C 0.40 -0.81 3.37
C -0.26 -6.14 3.00
C -0.71 -7.23 2.27
H -2.82 -8.05 -0.26
H -2.94 -8.92 1.28
H -1.44 -8.98 0.36
H -3.25 -5.79 0.58
H -2.49 -3.84 1.92
H -0.93 -2.90 3.27
H 0.93 -2.56 6.14
H 0.93 -0.39 6.67
H 0.97 1.97 5.91
H 0.58 2.44 3.47
H 0.28 -1.52 2.56
H 0.57 -6.25 3.67
H -0.21 -8.18 2.38
*
```

These are the Mulliken partial charges, in e, on atoms 1 to 6:
1. Mn 1.635
2. O -0.501
3. P 0.849
4. O -0.784
5. O -0.279
6. O -0.378

Entry 4:
Here is a molecular structure, C22H29BF4N2O9P2Ta from OMol25. Energies are from wB97M-V/def2-TZVPD.

Calculated values
Highest occupied orbital energy ... -11.31 eV
Gap between HOMO and LUMO ... 6.75 eV
DFT total energy ... -2806.63533 a.u.
M ... 795.2 g mol⁻¹
Relative energy (zero: lowest compared OMol25 entry of this formula, charge and spin) ... 34.0 kJ/mol

ORCA input file:
```
! wB97M-V def2-TZVPD RIJCOSX def2/J DEFGRID3
* xyz 1 1
Ta 0.78 -1.70 1.28
C -0.40 -1.64 5.03
C -0.97 -0.74 3.95
N -0.03 -0.17 2.90
C -0.69 1.08 2.38
C -2.11 0.91 1.87
C 1.25 0.28 3.55
C 2.30 -0.81 3.51
N 2.52 -1.15 2.08
C 3.76 -0.98 1.46
C 3.75 -1.08 0.09
F 2.51 -1.38 -0.42
C 4.84 -0.93 -0.73
F 4.70 -1.05 -2.05
C 6.06 -0.66 -0.16
C 6.12 -0.56 1.22
F 7.28 -0.30 1.81
C 5.01 -0.72 2.03
F 5.18 -0.63 3.36
H -1.23 -1.91 5.68
H 0.33 -1.13 5.66
H 0.03 -2.56 4.66
H -1.40 0.14 4.44
H -1.77 -1.24 3.42
H -0.04 1.49 1.61
H -0.68 1.80 3.21
H -2.19 0.09 1.16
H -2.40 1.82 1.36
H -2.82 0.74 2.68
H 1.04 0.62 4.56
H 1.62 1.13 2.98
H 2.00 -1.70 4.06
H 3.22 -0.45 3.96
H 6.95 -0.53 -0.76
O -1.86 -2.42 1.00
P -1.40 -3.70 1.86
O -2.34 -4.22 2.83
O -0.08 -3.01 2.39
O -0.85 -4.75 0.79
P 0.50 -4.56 -0.09
O 1.68 -4.85 0.93
O 0.48 -5.32 -1.32
O 0.58 -2.99 -0.16
H -2.45 -2.53 0.24
H 2.03 -5.75 0.88
C -2.95 1.69 -5.68
C -2.87 2.77 -4.59
C -4.24 2.94 -3.93
C -2.49 4.10 -5.26
C -1.85 2.35 -3.53
C -0.71 3.11 -3.25
C 0.23 2.73 -2.28
C -0.02 1.56 -1.61
O 0.71 0.95 -0.60
B 0.00 -0.19 -0.28
O -1.14 -0.31 -1.05
C -1.14 0.80 -1.88
C -2.07 1.16 -2.83
H -3.67 1.98 -6.44
H -3.26 0.73 -5.27
H -1.98 1.55 -6.16
H -4.98 3.24 -4.68
H -4.21 3.70 -3.16
H -4.59 2.00 -3.49
H -3.25 4.35 -6.00
H -1.54 4.03 -5.78
H -2.45 4.91 -4.54
H -0.53 4.02 -3.79
H 1.10 3.33 -2.08
H -2.93 0.54 -3.01
*
```

These are the Mulliken partial charges, in e, on atoms 1 to 6:
1. Ta 1.551
2. C -1.572
3. C -0.738
4. N 0.087
5. C -1.031
6. C -1.143

Entry 5:
Here is 3 unconnected molecules or ions with the total composition C22H29F4N6O3 from OMol25. Energies are from wB97M-V/def2-TZVPD.

Calculated values
Highest occupied orbital energy ... -12.02 eV
Gap between HOMO and LUMO ... 8.79 eV
DFT total energy ... -1809.00329 a.u.
M ... 501.5 g mol⁻¹

ORCA input file:
```
! wB97M-V def2-TZVPD RIJCOSX def2/J DEFGRID3
* xyz 1 1
C 4.70 1.06 0.01
O 3.48 1.42 -0.69
C 3.60 1.25 -2.12
C 2.11 1.12 -2.75
C 2.08 -0.01 -3.90
C 1.52 -1.44 -3.44
N 1.84 -1.83 -2.04
C 3.06 -2.55 -1.56
C 4.03 -3.06 -2.72
O 4.36 -4.28 -2.75
F 4.54 -2.13 -3.68
C 0.92 -1.53 -1.08
N 0.94 -1.82 0.35
C -0.23 -1.32 1.05
N -1.00 -0.70 -0.01
C -2.30 0.03 -0.03
C -2.05 1.56 0.41
O -1.18 1.67 1.59
C -1.36 2.48 -0.72
F 0.03 2.66 -0.41
F -1.94 3.80 -0.60
F -1.45 1.96 -2.04
N -0.36 -0.85 -1.20
H 5.46 0.54 -0.67
H 5.23 1.98 0.46
H 4.43 0.36 0.89
H 4.26 0.37 -2.45
H 4.09 2.22 -2.53
H 1.29 1.03 -1.97
H 1.92 2.13 -3.29
H 1.35 0.38 -4.72
H 3.11 -0.06 -4.44
H 1.90 -2.21 -4.22
H 0.37 -1.43 -3.60
H 3.64 -1.89 -0.82
H 2.72 -3.50 -0.98
H -0.54 -1.38 2.15
H -3.10 -0.50 0.62
H -2.69 -0.02 -1.12
H -3.08 2.03 0.66
H -1.50 1.01 2.26
H -0.76 -0.47 -2.07
N 0.50 -2.47 4.55
C 0.82 -1.24 4.99
C 2.12 -0.79 5.14
C 3.16 -1.66 4.82
C 2.86 -2.93 4.37
C 1.52 -3.29 4.25
H -0.02 -0.60 5.23
H 2.32 0.21 5.50
H 4.19 -1.34 4.93
H 3.64 -3.64 4.11
H 1.23 -4.27 3.89
N -5.34 1.89 0.54
C -6.32 1.12 1.04
C -7.67 1.32 0.79
C -8.03 2.38 -0.03
C -7.04 3.20 -0.55
C -5.72 2.92 -0.24
H -5.99 0.30 1.68
H -8.41 0.66 1.22
H -9.08 2.57 -0.25
H -7.29 4.04 -1.19
H -4.91 3.52 -0.64
*
```

These are the Mulliken partial charges, in e, on atoms 1 to 6:
1. C -0.641
2. O -0.313
3. C -0.548
4. C 0.199
5. C -0.646
6. C -0.857

Entry 6:
Here is a molecular structure, C22H29F7MoN6S3SbSi from OMol25. Energies are from wB97M-V/def2-TZVPD.

Calculated values
Highest occupied orbital energy (alpha / beta) ... -7.37 / -6.86 eV
Gap between HOMO and LUMO (alpha / beta) ... 6.96 / 6.67 eV
DFT total energy ... -3676.06151 a.u.
M ... 852.5 g mol⁻¹
Relative energy (zero: lowest compared OMol25 entry of this formula, charge and spin) ... 0.0 kJ/mol

ORCA input file:
```
! wB97M-V def2-TZVPD RIJCOSX def2/J DEFGRID3
* xyz 0 2
Mo 0.14 -0.88 0.82
C 1.17 4.20 -0.45
S 2.64 3.23 -0.04
C 1.93 1.71 0.49
S 0.25 1.55 0.81
N 2.76 0.74 0.69
N 2.10 -0.39 1.15
C 2.84 -1.19 1.92
C 2.13 -2.19 2.57
C 2.66 -3.15 3.46
C 1.82 -3.99 4.12
C 0.42 -3.90 3.89
C -0.05 -2.98 3.01
N 0.78 -2.12 2.33
H 1.55 5.14 -0.85
H 0.58 4.40 0.44
H 0.57 3.69 -1.20
H 3.89 -0.97 2.08
H 3.73 -3.18 3.62
H 2.21 -4.72 4.82
H -0.27 -4.54 4.40
H -1.10 -2.87 2.81
C -2.05 2.13 3.50
Si -1.49 0.34 3.57
C 0.24 0.32 4.28
C -2.60 -0.61 4.76
N -1.54 -0.46 2.00
C -2.76 -0.91 1.51
C -4.03 -0.40 1.82
C -5.17 -0.95 1.26
C -5.11 -2.01 0.37
C -3.88 -2.54 0.03
C -2.78 -1.98 0.62
F -1.51 -2.48 0.31
H -2.08 2.53 4.52
H -3.03 2.26 3.06
H -1.34 2.74 2.93
H 0.24 0.95 5.18
H 0.98 0.73 3.59
H 0.56 -0.68 4.57
H -2.00 -1.06 5.56
H -3.15 -1.41 4.27
H -3.34 0.04 5.24
H -4.11 0.44 2.49
H -6.13 -0.52 1.52
H -6.01 -2.41 -0.07
H -3.76 -3.36 -0.67
F -1.10 -0.27 -0.99
Sb -1.50 0.57 -2.71
F -2.93 -0.62 -2.82
F -0.32 -0.76 -3.42
F -1.83 1.28 -4.41
F 0.08 1.61 -2.53
F -2.50 1.86 -1.81
C 5.42 -1.10 -0.93
N 4.30 -0.56 -1.67
C 4.26 0.67 -2.30
C 3.01 0.85 -2.76
N 2.30 -0.28 -2.42
C 3.09 -1.12 -1.75
S 2.65 -2.65 -1.09
H 6.05 -0.28 -0.59
H 6.01 -1.78 -1.56
H 5.04 -1.65 -0.07
H 5.12 1.32 -2.32
H 2.54 1.67 -3.27
H 1.34 -0.47 -2.69
C 0.90 -2.34 -0.68
H 0.35 -2.26 -1.62
H 0.61 -3.31 -0.27
*
```

These are the Mulliken partial charges, in e, on atoms 1 to 6:
1. Mo -0.485
2. C -0.749
3. S -0.016
4. C 0.297
5. S -0.429
6. N -1.577

Entry 7:
Here is a single C22H29FN2O3 molecule from OMol25. Energies are from wB97M-V/def2-TZVPD.

Calculated values
Structure (SMILES) ... O=C([C@H]1CCC(=O)N(C2CCCC2)C1)N1CCC(Oc2cccc(F)c2)CC1
Highest occupied orbital energy ... -8.73 eV
Gap between HOMO and LUMO ... 9.11 eV
DFT total energy ... -1290.29719 a.u.
M ... 388.5 g mol⁻¹
Relative energy (zero: lowest compared OMol25 entry of this formula, charge and spin) ... 1495.6 kJ/mol

ORCA input file:
```
! wB97M-V def2-TZVPD RIJCOSX def2/J DEFGRID3
* xyz 0 1
O 2.55 2.22 0.97
C 1.87 1.96 -0.02
N 0.56 2.38 0.05
C -0.54 2.03 -0.97
H -0.34 2.47 -2.00
C -2.05 2.35 -0.41
H -2.80 2.00 -1.05
H -2.10 3.54 -0.45
C -2.35 1.77 0.78
C -1.16 2.02 1.90
C -0.13 3.10 1.33
H -0.51 4.02 1.01
H 0.80 2.76 1.88
H -0.78 1.21 2.31
H -1.64 2.58 2.63
H -3.35 2.04 1.37
O -2.27 0.17 0.77
C -3.42 -0.35 0.25
C -4.44 0.43 -0.31
C -5.59 -0.41 -0.65
C -5.52 -1.83 -0.99
C -4.42 -2.34 -0.32
C -3.27 -1.57 0.11
H -2.42 -2.11 0.57
H -4.19 -3.33 -0.80
H -6.20 -2.37 -1.33
F -6.68 -0.01 -1.18
H -4.67 1.55 -0.21
H -0.69 0.96 -1.11
C 2.19 1.19 -1.21
C 1.90 -0.17 -1.13
N 2.93 -0.97 -0.52
C 4.26 -0.77 -0.83
O 5.15 -1.55 -0.41
C 4.31 0.13 -1.98
C 3.68 1.68 -1.52
H 3.79 2.25 -2.49
H 4.10 1.86 -0.37
H 5.38 0.42 -2.15
H 3.78 -0.09 -2.79
C 2.79 -1.90 0.90
H 3.57 -1.96 1.37
C 1.71 -1.24 1.84
H 2.17 -1.56 2.82
C 0.31 -1.78 1.59
C 0.67 -2.92 0.50
H 0.05 -3.88 0.78
C 2.14 -3.28 0.39
H 2.30 -3.35 -0.77
H 2.19 -3.85 1.09
H 0.13 -2.40 -0.46
H -0.33 -1.05 1.40
H 0.32 -2.28 2.49
H 1.85 -0.20 1.81
H 1.86 -0.81 -1.95
H 1.02 -0.33 -0.30
H 1.53 1.51 -2.20
*
```

These are the Mulliken partial charges, in e, on atoms 1 to 6:
1. O -0.710
2. C 0.143
3. N 0.082
4. C -0.430
5. H 0.370
6. C -1.557